# 1
C23H35N8OPRhS | ωB97M-V with the def2-TZVPD basis set

Geometry as ORCA input:
```
! wB97M-V def2-TZVPD RIJCOSX def2/J DEFGRID3
* xyz 3 5
Rh -0.2719 0.0102 -0.2828
C -1.6416 -2.0405 4.7660
N -1.8710 -1.6140 3.4112
C -3.0107 -1.7635 2.6952
C -2.7709 -1.2354 1.4538
N -1.4999 -0.7705 1.4184
C -0.9656 -1.0043 2.6163
P 0.6827 -0.4818 3.2352
C 1.7325 -1.2486 1.9392
N 1.6323 -1.0834 0.6199
C 2.7410 -1.6562 0.0852
C 3.5083 -2.1855 1.0884
N 2.8612 -1.9267 2.2464
C 3.3060 -2.3234 3.5572
C 0.6899 1.1937 2.4733
N 0.5095 1.5192 1.1926
C 0.7087 2.8553 1.0899
C 1.0144 3.3490 2.3320
N 0.9928 2.3008 3.1880
C 1.2449 2.3689 4.6036
H -2.4809 -2.6380 5.1160
H -1.5312 -1.1759 5.4217
H -0.7362 -2.6457 4.8214
H -3.9001 -2.2102 3.0891
H -3.4371 -1.1642 0.6172
H 2.9661 -1.6407 -0.9621
H 4.4460 -2.7013 1.0340
H 4.1701 -2.9786 3.4601
H 2.5173 -2.8619 4.0811
H 3.5931 -1.4513 4.1451
H 0.6292 3.3844 0.1603
H 1.2470 4.3469 2.6474
H 1.3373 3.4100 4.9079
H 2.1732 1.8534 4.8547
H 0.4226 1.9177 5.1596
C -0.1189 0.1942 -5.6001
C 1.0671 -0.7243 -5.3830
C 1.9430 -0.3143 -4.2219
S 1.1836 -0.6625 -2.5639
O -0.1292 0.0603 -2.5741
C 0.7824 -2.4700 -2.7136
C -0.7088 -2.7147 -2.8896
C -1.4397 -2.6144 -1.5579
H -0.7380 -0.1855 -6.4077
H 0.2080 1.1963 -5.8650
H -0.7240 0.2700 -4.6946
H 1.7090 -0.6890 -6.2723
H 0.7376 -1.7615 -5.2966
H 2.1300 0.7591 -4.2128
H 2.8919 -0.8465 -4.1971
H 1.1378 -2.9243 -1.7871
H 1.3746 -2.8587 -3.5367
H -0.8604 -3.7140 -3.3075
H -1.1254 -2.0039 -3.6043
H -1.1836 -3.4497 -0.9099
H -2.5165 -2.6112 -1.7113
H -1.1503 -1.6643 -1.0263
N -5.1950 3.8013 -2.0861
C -4.2263 2.9885 -1.6722
C -3.4883 3.2471 -0.4909
C -2.4864 2.3824 -0.1182
N -2.1546 1.2965 -0.8243
C -2.8649 1.0181 -1.9233
C -3.8886 1.8115 -2.3829
H -5.4336 4.6410 -1.5738
H -5.7133 3.6078 -2.9323
H -3.7111 4.1142 0.1077
H -1.9205 2.5718 0.7837
H -2.5913 0.1245 -2.4655
H -4.4334 1.5475 -3.2749
*
```

Properties
DFT total energy (Ha): -2259.83639
HOMO energy (spin up / spin down) (hartree): -0.602 / -0.601

---

# 2
C39H50N8O3PS2Si2Ti | ωB97M-V with the def2-TZVPD basis set

Geometry as ORCA input:
```
! wB97M-V def2-TZVPD RIJCOSX def2/J DEFGRID3
* xyz 1 1
Ti 0.0140 -0.5798 0.5415
C 1.6393 -4.8753 2.4109
C 0.3436 -4.5359 2.7670
C -0.4739 -3.8388 1.8895
C 0.0021 -3.4489 0.6396
C 1.2819 -3.8542 0.2659
C 2.0965 -4.5486 1.1420
N -0.7993 -2.6419 -0.2747
C -2.2270 -2.5748 0.0664
C -3.0525 -3.6854 -0.0118
C -4.4019 -3.5738 0.2785
C -4.9255 -2.3400 0.6462
C -4.1002 -1.2326 0.7530
C -2.7432 -1.3510 0.4697
N -1.8108 -0.3077 0.6549
N -2.2788 0.7257 1.4504
C -1.2824 1.4281 1.9421
C -1.5313 2.4604 2.8978
C -0.4936 2.9964 3.5790
C 0.8419 2.5752 3.2968
C 1.0459 1.6789 2.3089
N 0.0171 1.0911 1.6111
H 2.2812 -5.3997 3.1074
H -0.0455 -4.8201 3.7373
H -1.4873 -3.6005 2.1819
H 1.6483 -3.6237 -0.7299
H 3.0910 -4.8382 0.8248
H -2.6380 -4.6492 -0.2803
H -5.0409 -4.4450 0.2233
H -5.9829 -2.2415 0.8558
H -4.4863 -0.2666 1.0486
H -2.5576 2.7578 3.0657
H -0.6677 3.7509 4.3364
H 1.6801 2.9820 3.8448
H 2.0458 1.3837 2.0248
C -0.7706 -4.9679 -2.0675
Si -0.6613 -3.0978 -2.0609
C -2.1359 -2.3195 -2.8840
C 0.8597 -2.4959 -2.9715
C 1.3720 -3.3975 -3.9197
C 2.3792 -3.0397 -4.8004
C 2.8696 -1.7433 -4.7758
C 2.3551 -0.8370 -3.8614
C 1.3688 -1.1796 -2.9282
Si 0.6701 0.2601 -1.8162
C 2.2506 1.3092 -1.5291
C -0.3167 1.1318 -3.1633
H -1.7451 -5.2834 -2.4496
H -0.6461 -5.3882 -1.0675
H -0.0145 -5.4385 -2.6946
H -1.9708 -2.2954 -3.9650
H -2.2962 -1.2931 -2.5392
H -3.0498 -2.8839 -2.6907
H 0.9678 -4.3988 -3.9922
H 2.7585 -3.7603 -5.5145
H 3.6367 -1.4375 -5.4762
H 2.7284 0.1807 -3.8890
H 2.0573 2.3460 -1.8089
H 3.0989 0.9671 -2.1215
H 2.5651 1.3209 -0.4816
H 0.2753 1.1195 -4.0815
H -0.5198 2.1704 -2.8959
H -1.2684 0.6371 -3.3742
N -2.3204 -1.1488 3.7741
C -0.9770 -1.2047 3.9367
N -0.0921 -1.1903 2.9711
C 1.1919 -1.2772 3.4865
C 1.2758 -1.3988 4.8260
S -0.2931 -1.3775 5.5208
C 2.3317 -1.2801 2.5705
C 3.6061 -1.4409 2.9583
S 4.6515 -1.5313 1.5974
C 3.2835 -1.3643 0.5524
N 2.1274 -1.1843 1.1799
N 3.4558 -1.5084 -0.7603
H -2.6637 -0.6778 2.9450
H -2.8837 -1.0510 4.6005
H 2.1545 -1.4911 5.4428
H 3.9944 -1.5425 3.9581
H 4.3875 -1.5959 -1.1275
H 2.7085 -1.3433 -1.4232
C 1.8238 5.4973 1.6038
C 0.3371 5.7835 1.4667
O -0.3967 4.8546 0.6545
P 0.3011 3.6498 -0.2061
O -1.0605 2.8194 -0.5328
C -2.2894 3.4746 -0.9053
C -3.2894 2.4270 -1.3446
O 0.6052 4.3967 -1.6319
C 0.1070 5.6602 -2.0988
C 1.2504 6.6148 -2.3666
H 2.2715 6.2551 2.2480
H 2.3248 5.5267 0.6353
H 1.9968 4.5143 2.0444
H 0.1885 6.7727 1.0306
H -0.1363 5.7706 2.4484
H -2.0907 4.1774 -1.7169
H -2.6619 4.0331 -0.0474
H -2.9527 1.9307 -2.2556
H -4.2555 2.8976 -1.5354
H -3.4085 1.6814 -0.5585
H -0.5864 6.0842 -1.3725
H -0.4462 5.4699 -3.0199
H 1.8545 6.7534 -1.4693
H 0.8579 7.5875 -2.6684
H 1.8971 6.2327 -3.1568
*
```

Properties
DFT total energy (Ha): -4746.10055
HOMO energy (hartree): -0.354

---

Copy entry 1 word for word.
C23H35N8OPRhS | ωB97M-V with the def2-TZVPD basis set

Geometry as ORCA input:
```
! wB97M-V def2-TZVPD RIJCOSX def2/J DEFGRID3
* xyz 3 5
Rh -0.2719 0.0102 -0.2828
C -1.6416 -2.0405 4.7660
N -1.8710 -1.6140 3.4112
C -3.0107 -1.7635 2.6952
C -2.7709 -1.2354 1.4538
N -1.4999 -0.7705 1.4184
C -0.9656 -1.0043 2.6163
P 0.6827 -0.4818 3.2352
C 1.7325 -1.2486 1.9392
N 1.6323 -1.0834 0.6199
C 2.7410 -1.6562 0.0852
C 3.5083 -2.1855 1.0884
N 2.8612 -1.9267 2.2464
C 3.3060 -2.3234 3.5572
C 0.6899 1.1937 2.4733
N 0.5095 1.5192 1.1926
C 0.7087 2.8553 1.0899
C 1.0144 3.3490 2.3320
N 0.9928 2.3008 3.1880
C 1.2449 2.3689 4.6036
H -2.4809 -2.6380 5.1160
H -1.5312 -1.1759 5.4217
H -0.7362 -2.6457 4.8214
H -3.9001 -2.2102 3.0891
H -3.4371 -1.1642 0.6172
H 2.9661 -1.6407 -0.9621
H 4.4460 -2.7013 1.0340
H 4.1701 -2.9786 3.4601
H 2.5173 -2.8619 4.0811
H 3.5931 -1.4513 4.1451
H 0.6292 3.3844 0.1603
H 1.2470 4.3469 2.6474
H 1.3373 3.4100 4.9079
H 2.1732 1.8534 4.8547
H 0.4226 1.9177 5.1596
C -0.1189 0.1942 -5.6001
C 1.0671 -0.7243 -5.3830
C 1.9430 -0.3143 -4.2219
S 1.1836 -0.6625 -2.5639
O -0.1292 0.0603 -2.5741
C 0.7824 -2.4700 -2.7136
C -0.7088 -2.7147 -2.8896
C -1.4397 -2.6144 -1.5579
H -0.7380 -0.1855 -6.4077
H 0.2080 1.1963 -5.8650
H -0.7240 0.2700 -4.6946
H 1.7090 -0.6890 -6.2723
H 0.7376 -1.7615 -5.2966
H 2.1300 0.7591 -4.2128
H 2.8919 -0.8465 -4.1971
H 1.1378 -2.9243 -1.7871
H 1.3746 -2.8587 -3.5367
H -0.8604 -3.7140 -3.3075
H -1.1254 -2.0039 -3.6043
H -1.1836 -3.4497 -0.9099
H -2.5165 -2.6112 -1.7113
H -1.1503 -1.6643 -1.0263
N -5.1950 3.8013 -2.0861
C -4.2263 2.9885 -1.6722
C -3.4883 3.2471 -0.4909
C -2.4864 2.3824 -0.1182
N -2.1546 1.2965 -0.8243
C -2.8649 1.0181 -1.9233
C -3.8886 1.8115 -2.3829
H -5.4336 4.6410 -1.5738
H -5.7133 3.6078 -2.9323
H -3.7111 4.1142 0.1077
H -1.9205 2.5718 0.7837
H -2.5913 0.1245 -2.4655
H -4.4334 1.5475 -3.2749
*
```

Properties
DFT total energy (Ha): -2259.83639
HOMO energy (spin up / spin down) (hartree): -0.602 / -0.601